This record from the OMol25 dataset describes a 3-piece molecular cluster, C27H58N2O9P overall. The level of theory is ωB97M-V/def2-TZVPD.

Summary:
Frontier orbital gap ... 7.26 eV
Energy relative to the best compared isomer or geometry (same formula, charge and spin) ... 316.17 kcal/mol
Lowest unoccupied orbital energy ... 2.5 eV

```
! RIJCOSX wB97M-V def2-TZVPD def2/J DEFGRID3
* xyz -1 1
C -3.3214 0.6288 -0.3579
C -2.4041 -0.0846 0.2870
C -1.1270 -0.6444 1.0418
P 0.6201 -0.2329 0.3539
C 2.4761 0.0333 -0.0467
C 3.2305 1.3688 0.3049
O 3.0653 2.5006 -0.6483
C 3.6864 3.6834 -0.1582
O 4.7556 3.7302 0.5373
C 2.9548 5.0796 -0.5954
C 1.8550 5.5697 0.4973
C -0.0216 0.5647 -1.2425
N 0.9782 1.0721 -2.2487
C 0.4206 2.3698 -2.8201
C 0.3929 1.5285 1.1590
O 0.8939 1.5525 2.5599
C 0.4824 2.7818 3.2270
C 1.7969 3.3142 4.0500
C 0.8621 -1.9999 -0.4211
C 0.8085 -2.1369 -2.0120
C 2.1169 -2.1674 -3.0071
N -0.3435 -2.4000 -2.6766
O 1.1904 -0.6877 1.9346
C 1.1789 -1.9962 2.3750
C 1.3558 -1.9702 4.0226
C -0.1056 -2.2876 4.7003
O 1.8945 -0.7019 4.4781
H -4.0356 1.4271 -0.8006
H -1.3495 -1.7682 1.1974
H -1.1598 -0.1992 2.1236
H 3.0403 -0.7640 0.6112
H 2.8072 -0.3095 -1.1134
H 4.3764 1.1286 0.2067
H 3.1355 1.8071 1.3584
H 3.6958 5.9354 -0.7766
H 2.3620 4.9083 -1.5865
H 1.6670 4.7362 1.2679
H 2.2111 6.5352 1.0263
H 0.8595 5.7672 -0.0434
H -0.5798 1.5563 -0.9493
H -0.8122 0.0090 -1.8590
H 1.0067 0.4491 -3.0710
H -0.6870 2.1309 -3.1188
H 0.4061 3.2025 -2.0293
H 0.9493 2.6981 -3.7872
H 0.7643 2.4059 0.5226
H -0.7392 1.7938 1.3253
H -0.2995 2.4591 4.0330
H 0.0387 3.5738 2.5181
H 2.7315 2.8126 3.5657
H 1.7541 2.9310 5.1369
H 1.8731 4.4626 4.0251
H 1.9178 -2.4535 -0.1901
H 0.1095 -2.7874 -0.0380
H 2.1841 -1.2581 -3.6998
H 2.1980 -3.1781 -3.5629
H 3.0478 -2.1191 -2.3058
H -0.1012 -2.4388 -3.6960
H 2.1419 -2.5618 2.0107
H 0.3139 -2.7203 2.2025
H 2.0125 -2.8846 4.2863
H -0.8812 -1.4616 4.5045
H -0.5583 -3.2828 4.2940
H -0.0305 -2.4352 5.8504
H 1.2623 -0.3457 5.1484
C 0.5176 -5.7991 -3.7045
O 0.8038 -5.5188 -5.0709
C 2.1793 -5.7160 -5.3916
C 2.4044 -7.0611 -6.0807
O 2.1245 -8.1505 -5.2018
C 0.8389 -8.7132 -5.4298
H -0.5633 -5.9113 -3.5969
H 0.9943 -6.7218 -3.3636
H 0.8525 -4.9607 -3.0864
H 2.8044 -5.6215 -4.4955
H 2.4654 -4.9143 -6.0802
H 3.4604 -7.1396 -6.3610
H 1.8085 -7.1374 -6.9962
H 0.8693 -9.3536 -6.3165
H 0.0705 -7.9468 -5.5578
H 0.5764 -9.3243 -4.5637
C -6.7088 4.6042 4.0076
O -6.7493 3.3432 3.3526
C -6.8124 3.4682 1.9322
C -5.4409 3.2594 1.2916
O -4.5307 4.2949 1.6605
C -3.6481 3.8937 2.7025
H -6.3746 4.4453 5.0352
H -6.0163 5.2981 3.5246
H -7.7145 5.0370 4.0219
H -7.2387 4.4375 1.6464
H -7.4924 2.6891 1.5726
H -5.5520 3.3043 0.2026
H -5.0339 2.2755 1.5461
H -2.8582 3.2584 2.2915
H -4.1690 3.3596 3.5011
H -3.1925 4.7911 3.1269
*
```



This record from the OMol25 dataset describes C27H58NP3Zr as an isolated structure. The level of theory is ωB97M-V/def2-TZVPD.

Summary:
Frontier orbital gap (spin up / spin down) ... 3.09 / 2.98 eV
Lowest unoccupied orbital energy (spin up / spin down) ... -6.8 / -6.8 eV

```
! RIJCOSX wB97M-V def2-TZVPD def2/J DEFGRID3
* xyz 2 1
P 0.2356 -2.4801 -4.1339
P 0.1923 1.4308 -3.7109
C -0.1649 -1.0455 -5.1911
C 0.7061 0.1882 -4.9819
H -1.2422 -0.8295 -5.0855
H -0.0389 -1.3980 -6.2299
H 1.7596 -0.0717 -4.7992
H 0.6820 0.7611 -5.9279
C -0.7337 2.4563 -4.9363
H -1.1464 3.3577 -4.4729
H -1.5536 1.9016 -5.4023
H -0.0235 2.7502 -5.7261
C 1.6438 2.5067 -3.5233
H 1.6396 3.2175 -4.3727
H 2.5873 1.9351 -3.5531
H 1.5851 3.1074 -2.6024
C -0.6503 -3.8160 -4.9521
H -0.4059 -4.7713 -4.4788
H -0.3814 -3.8756 -6.0116
H -1.7303 -3.6555 -4.8775
C 1.9996 -2.7686 -4.1616
H 2.5858 -1.8691 -3.9449
H 2.2982 -3.1478 -5.1504
H 2.2616 -3.5305 -3.4193
Zr 1.7813 -0.4667 0.2676
C -1.2203 1.3476 -2.4083
C -2.6194 1.1935 -2.7237
C -3.2042 -0.0559 -3.1876
C -3.0801 -1.2839 -2.2064
C -2.1775 -2.3319 -2.6168
C -0.7474 -2.2783 -2.5802
C 0.0849 -1.0530 -1.7560
C -0.5222 0.2934 -1.3063
C 1.9049 -2.5226 0.9373
H -1.1142 2.3530 -1.9426
H -3.2632 2.0594 -2.6044
H -2.7389 -0.3131 -4.1678
H -4.2815 0.1495 -3.3485
H -2.8228 -0.9507 -1.1885
H -4.0759 -1.7523 -2.1177
H -2.6071 -3.3169 -2.8261
H -0.4019 -3.2284 -2.1024
H 0.9940 -0.8479 -2.3761
H 0.3850 -1.6604 -0.8237
H -1.2128 0.1774 -0.4541
H 0.3056 0.9349 -0.8338
H 2.6382 -2.6309 1.7479
H 2.2321 -3.1534 0.1045
H 0.9340 -2.8857 1.2983
C -2.2433 -0.5142 3.5350
C -0.8209 -0.5456 4.1290
C -0.8751 -0.0585 5.5985
C -0.3613 -2.0096 4.1097
P 0.3236 0.5250 3.1339
N 0.3718 -0.0119 1.5597
C -0.3325 2.2577 3.0294
C -0.5005 2.9732 4.3929
C 0.6248 3.0777 2.1587
C -1.7101 2.2521 2.3423
C 2.1110 0.5011 3.6713
C 2.4085 1.6826 4.6020
C 2.4605 -0.7501 4.4793
C 2.9804 0.5386 2.3550
H -2.8063 -1.3444 3.9866
H -2.2249 -0.6585 2.4502
H -2.7838 0.4051 3.7966
H -1.2481 -0.8925 6.2120
H 0.1017 0.2386 6.0050
H -1.5844 0.7672 5.7293
H -0.0726 -2.3382 3.1088
H 0.4489 -2.2088 4.8201
H -1.2170 -2.6223 4.4263
H 0.4493 3.1628 4.9044
H -0.9639 3.9524 4.1874
H -1.1657 2.4351 5.0748
H 0.7182 2.6413 1.1600
H 0.1909 4.0810 2.0313
H 1.6266 3.2026 2.5792
H -1.7379 1.5467 1.5067
H -2.5192 2.0236 3.0470
H -1.9039 3.2621 1.9496
H 1.7614 1.6811 5.4971
H 3.4460 1.5979 4.9667
H 2.3351 2.6527 4.1063
H 2.2810 -1.6805 3.9350
H 3.5379 -0.7279 4.7040
H 1.9337 -0.8053 5.4451
H 3.1089 -0.5369 1.9678
H 2.5734 1.2587 1.5825
H 4.0015 0.8586 2.5844
*
```



This record from the OMol25 dataset describes C27H58O3P2PdSSi as an isolated structure. The level of theory is ωB97M-V/def2-TZVPD.

Summary:
Frontier orbital gap (spin up / spin down) ... 7.59 / 4.88 eV
Energy relative to the best compared isomer or geometry (same formula, charge and spin) ... 23.41 kcal/mol
Lowest unoccupied orbital energy (spin up / spin down) ... -5.4 / -8.7 eV

```
! RIJCOSX wB97M-V def2-TZVPD def2/J DEFGRID3
* xyz 2 5
P 5.1886 1.0437 -1.7469
P 2.7852 2.0686 -4.2933
C 5.5324 1.4808 -3.5279
C 4.6182 2.5159 -4.2214
H 5.6196 0.5547 -4.1201
H 6.5439 1.9293 -3.4756
H 4.7069 3.5028 -3.7355
H 4.9362 2.6339 -5.2752
C 2.8973 0.7686 -5.5659
H 1.8827 0.4169 -5.7751
H 3.5114 -0.0768 -5.2315
H 3.3285 1.1792 -6.4858
C 2.2056 3.5432 -5.2063
H 2.6609 3.5852 -6.2047
H 2.4616 4.4527 -4.6477
H 1.1169 3.4606 -5.2998
C 6.5642 -0.0485 -1.3119
H 6.4491 -0.3812 -0.2726
H 7.4875 0.5351 -1.3845
H 6.5683 -0.9151 -1.9829
C 5.6767 2.5936 -0.9607
H 5.1730 3.4665 -1.3919
H 6.7544 2.7172 -1.0964
H 5.4691 2.5527 0.1130
Pd -0.7908 0.0387 -0.8735
C 0.5695 1.4449 -2.1275
C 1.0344 0.1641 -2.4589
C 2.3908 -0.4843 -2.4144
C 3.1456 -0.9141 -1.1618
C 4.0243 0.2125 -0.5491
C 3.3481 1.3959 -0.0723
C 2.7182 2.2462 -1.0788
C 1.1873 2.4120 -1.1414
C 0.1520 -0.1634 0.9152
H -0.2817 1.8625 -2.6988
H 0.3158 -0.4117 -3.0664
H 3.1120 0.1138 -3.0265
H 2.2377 -1.4211 -2.9889
H 2.5243 -1.4036 -0.3900
H 3.8286 -1.7161 -1.5208
H 4.6279 -0.2631 0.2305
H 3.4775 1.7609 0.9414
H 3.0239 1.8308 -2.0706
H 3.1528 3.2623 -1.0647
H 0.6823 2.3648 -0.1514
H 1.0241 3.4356 -1.5425
H -0.3732 0.4778 1.6478
H 1.1986 0.1707 0.7532
H 0.0803 -1.2427 1.1346
C -1.3321 -4.0386 3.1745
C -2.2252 -3.5755 2.0249
C -1.6450 -4.0452 0.6928
C -3.6163 -4.1490 2.2850
O -2.2398 -2.1327 2.0429
Si -3.2298 -0.9769 1.3904
S -2.9835 -0.2193 -0.5176
O -4.7911 -1.5374 1.3258
C -5.7371 -1.7400 0.2486
C -5.1498 -2.6158 -0.8530
C -6.9566 -2.4353 0.8552
C -6.1835 -0.3970 -0.3169
O -2.9121 0.1577 2.5740
C -3.3889 1.5086 2.7551
C -2.7253 2.4490 1.7620
C -4.9118 1.5417 2.6077
C -2.9957 1.9206 4.1756
H -1.2839 -5.1347 3.1909
H -1.7440 -3.6961 4.1305
H -0.3191 -3.6442 3.0618
H -1.6615 -5.1444 0.6521
H -2.2078 -3.6503 -0.1640
H -0.6036 -3.7105 0.6125
H -4.0103 -3.7572 3.2308
H -4.3295 -3.9227 1.4854
H -3.5485 -5.2436 2.3761
H -4.7916 -3.5757 -0.4557
H -5.9416 -2.8107 -1.5896
H -4.3337 -2.0869 -1.3666
H -7.3938 -1.8353 1.6622
H -7.7010 -2.5510 0.0589
H -6.7051 -3.4322 1.2341
H -6.6560 0.2091 0.4658
H -5.3466 0.1583 -0.7572
H -6.9021 -0.5740 -1.1255
H -2.9453 2.1726 0.7174
H -3.0919 3.4752 1.9426
H -1.6338 2.4412 1.8960
H -5.3725 0.7565 3.2239
H -5.2992 2.5137 2.9485
H -5.2202 1.4070 1.5635
H -3.4404 1.2424 4.9124
H -1.9064 1.8951 4.2869
H -3.3409 2.9400 4.3900
*
```



This record from the OMol25 dataset describes a 7-piece molecular cluster, C27H59Cl12N2O7P2S overall. The level of theory is ωB97M-V/def2-TZVPD.

Summary:
Frontier orbital gap ... 8.68 eV
Lowest unoccupied orbital energy ... -2.8 eV

```
! RIJCOSX wB97M-V def2-TZVPD def2/J DEFGRID3
* xyz 1 1
C 0.3430 -4.4617 1.1547
C -0.6551 -4.1918 2.3239
C -0.7683 -2.6636 2.7154
O 0.5129 -2.0879 2.4604
C 0.5807 -0.6917 2.6457
C -0.6273 -0.0565 3.4127
O -1.7255 0.1916 2.5559
C -2.5899 1.1656 3.1526
C -3.9639 1.2774 2.4244
O -5.0369 0.8551 3.2740
C -5.4567 -0.4648 2.9260
C -6.3742 -1.0771 4.0217
O -7.6727 -0.5193 4.0847
C -8.4595 -0.8299 2.9388
C -8.8042 -2.3557 2.7809
C 0.5359 -0.0575 1.1959
C 1.8861 -0.1427 0.4144
C 3.0015 0.6190 1.2417
C 2.5896 0.8135 2.7572
P 4.1304 1.4281 3.6377
O 4.7709 2.4128 2.6846
O 5.2454 0.2556 3.9572
O 3.8325 2.2397 5.0656
N 1.9517 -0.4112 3.3304
S 3.0069 -1.8548 3.0958
P 1.7626 -0.2994 5.1598
N 3.0782 -0.7984 5.9268
H 1.3775 -4.1284 1.3700
H 0.4102 -5.5696 1.0447
H -0.0560 -4.0628 0.2027
H -0.2262 -4.6930 3.2268
H -1.6470 -4.6571 2.1694
H -1.0425 -2.6625 3.7973
H -1.5927 -2.2315 2.1122
H -0.2881 0.9712 3.7305
H -0.9317 -0.5724 4.3450
H -2.0890 2.1590 3.0366
H -2.7700 0.9039 4.2161
H -4.0139 0.7022 1.4761
H -4.1741 2.3361 2.1788
H -4.5300 -1.0993 2.8994
H -5.8914 -0.5112 1.9031
H -5.8983 -0.8683 5.0051
H -6.3583 -2.1816 3.8952
H -8.0160 -0.4095 2.0060
H -9.4160 -0.2788 3.0726
H -8.5399 -2.6540 1.7434
H -8.2843 -2.9879 3.5258
H -9.8924 -2.4990 2.9115
H 0.3126 1.0297 1.3249
H -0.2892 -0.4822 0.5993
H 1.8033 0.3958 -0.5537
H 2.2028 -1.1889 0.2119
H 3.1800 1.6438 0.8558
H 3.9846 0.1079 1.1989
H 1.8346 1.6286 2.8539
H 5.3806 0.1806 4.9117
H 3.2680 2.9931 4.8480
H 2.5818 -2.7888 4.0076
H 1.4056 1.0383 5.4759
H 0.7099 -1.1682 5.6002
H 3.3896 0.0131 6.4721
Cl -0.3010 -0.1267 -2.6386
C 0.2198 0.1678 -4.3185
C 1.6794 -0.1598 -4.5237
Cl 2.7499 0.9748 -3.6628
H 0.0051 1.2071 -4.5603
H -0.3949 -0.4651 -4.9578
H 1.9268 -0.0893 -5.5823
H 1.9145 -1.1677 -4.1848
Cl -3.6114 4.8474 2.5346
C -5.0346 5.9085 2.3645
C -5.8644 5.5580 1.1512
Cl -5.0195 5.9310 -0.3708
H -4.6833 6.9378 2.3251
H -5.6312 5.7855 3.2680
H -6.7853 6.1404 1.1550
H -6.1289 4.5018 1.1406
Cl 1.5687 1.3721 -7.7809
C 2.6039 0.8959 -9.1532
C 3.5836 -0.1909 -8.7765
Cl 4.8266 0.3901 -7.6391
H 3.1125 1.7878 -9.5150
H 1.9411 0.5390 -9.9414
H 4.1054 -0.5413 -9.6659
H 3.0829 -1.0394 -8.3205
Cl 6.0334 -4.1272 -11.4010
C 6.1658 -4.0263 -9.6283
C 4.9163 -4.5183 -8.9349
Cl 3.5292 -3.4318 -9.2021
H 6.3877 -2.9933 -9.3646
H 7.0153 -4.6438 -9.3375
H 5.0839 -4.5605 -7.8589
H 4.6355 -5.5134 -9.2752
Cl 6.2761 2.8528 -10.5881
C 5.6749 4.5276 -10.5064
C 4.3238 4.6125 -9.8359
Cl 3.0394 3.8697 -10.8220
H 5.6435 4.9252 -11.5193
H 6.4059 5.1003 -9.9362
H 4.0477 5.6563 -9.6889
H 4.3297 4.1215 -8.8632
Cl 0.4936 0.7889 8.1198
C -0.7920 -0.2484 8.7959
C -0.4225 -1.7157 8.7700
Cl -0.3561 -2.3724 7.1091
H -1.7065 -0.0581 8.2369
H -0.9474 0.0747 9.8245
H -1.1743 -2.2941 9.3059
H 0.5431 -1.8937 9.2399
*
```



This record from the OMol25 dataset describes a 9-piece molecular cluster, C27H60Cl12O3S3 overall. The level of theory is ωB97M-V/def2-TZVPD.

Summary:
Frontier orbital gap ... 8.84 eV
Lowest unoccupied orbital energy ... 0.1 eV

```
! RIJCOSX wB97M-V def2-TZVPD def2/J DEFGRID3
* xyz 0 1
C 2.2615 -25.2796 -15.9974
S 1.2360 -24.8104 -17.4575
O 1.7263 -23.3905 -17.8123
C 2.1563 -25.8149 -18.7466
H 1.9753 -26.2744 -15.6560
H 1.9364 -24.5974 -15.2119
H 3.3467 -25.1953 -16.0567
H 3.1868 -25.4834 -18.6187
H 1.8064 -25.6829 -19.7705
H 1.9751 -26.8519 -18.4639
C 5.6764 -27.0762 -13.5088
S 7.5635 -27.1523 -13.5703
O 7.6816 -27.0889 -15.0437
C 7.8767 -25.4213 -13.0245
H 5.1379 -27.9963 -13.7362
H 5.1926 -26.4290 -14.2403
H 5.3747 -26.7650 -12.5087
H 7.9156 -24.6318 -13.7751
H 8.8606 -25.5597 -12.5762
H 7.2328 -25.1030 -12.2047
C 1.6159 -18.3864 -16.7108
S 2.9466 -19.3576 -15.9088
O 3.1864 -18.6634 -14.5698
C 1.8108 -20.8363 -15.5486
H 1.5845 -18.5859 -17.7819
H 1.7919 -17.3268 -16.5259
H 0.6363 -18.7054 -16.3548
H 0.9446 -20.5428 -14.9556
H 2.4541 -21.6552 -15.2266
H 1.5195 -21.2280 -16.5232
C 6.0826 -23.9669 -16.9642
Cl 5.3350 -23.3608 -18.4315
Cl 7.7892 -23.5691 -16.9376
Cl 5.2758 -23.2220 -15.5856
Cl 5.8552 -25.7243 -17.0072
C 3.3561 -22.3584 -11.8639
Cl 3.1017 -23.5708 -13.0109
Cl 4.0566 -22.8975 -10.3561
Cl 4.4863 -21.2037 -12.6288
Cl 1.8742 -21.5945 -11.4575
C 1.2538 -21.4668 -21.2980
Cl 2.6064 -20.3546 -21.7298
Cl -0.1215 -21.2019 -22.3612
Cl 1.8368 -23.1593 -21.2592
Cl 0.5850 -21.0609 -19.6425
C 5.2548 -26.4682 -20.5783
C 5.2452 -25.3996 -21.6551
C 5.5947 -25.7565 -23.1494
C 5.3417 -24.6227 -24.1284
C 3.9847 -24.0642 -24.3698
C 4.0789 -22.8054 -25.2575
H 6.1243 -27.1202 -20.6619
H 4.3833 -27.1118 -20.6988
H 5.1456 -25.9543 -19.6233
H 4.2454 -24.9654 -21.6459
H 5.7862 -24.5113 -21.3289
H 5.1738 -26.6519 -23.6068
H 6.6813 -25.8119 -23.2158
H 5.9800 -23.8214 -23.7563
H 5.7316 -24.9338 -25.0976
H 3.4788 -24.8655 -24.9084
H 3.4355 -23.9548 -23.4347
H 3.0740 -22.3886 -25.3249
H 4.8438 -22.1719 -24.8084
H 4.3791 -23.2262 -26.2171
C 5.0964 -30.7770 -20.1433
C 3.9214 -30.4368 -19.2414
C 2.6752 -30.7904 -20.0774
C 1.3920 -30.1522 -19.5687
C 0.2362 -30.3773 -20.5077
C -0.2963 -31.7811 -20.5117
H 5.9861 -30.6566 -19.5251
H 5.1480 -30.0856 -20.9844
H 5.0744 -31.8202 -20.4582
H 3.8722 -31.1696 -18.4360
H 3.9821 -29.3947 -18.9277
H 2.6675 -31.8774 -20.1589
H 2.7340 -30.3465 -21.0712
H 1.0493 -30.5489 -18.6130
H 1.5135 -29.0841 -19.3883
H -0.5155 -29.6437 -20.2164
H 0.5456 -30.0718 -21.5072
H -1.2725 -31.7187 -20.9927
H 0.3575 -32.5609 -20.9020
H -0.3366 -32.2892 -19.5482
C -0.4963 -26.1596 -22.0607
C -0.8626 -26.2877 -23.5583
C 0.2160 -25.8828 -24.5640
C -0.4636 -25.7666 -26.0030
C 0.1567 -24.8260 -27.0837
C 0.0868 -23.3193 -26.5540
H 0.5718 -26.3029 -21.8972
H -1.1123 -26.7826 -21.4123
H -0.8308 -25.1779 -21.7252
H -1.1738 -27.3137 -23.7545
H -1.7518 -25.6965 -23.7771
H 0.9428 -26.6952 -24.5651
H 0.8081 -25.0329 -24.2246
H -0.5738 -26.7449 -26.4708
H -1.4934 -25.4286 -25.8878
H 1.1949 -25.1047 -27.2639
H -0.2485 -24.8929 -28.0934
H -0.8255 -22.7438 -26.3974
H 0.6906 -23.1858 -25.6564
H 0.5765 -22.7598 -27.3510
*
```



Number 1: largest force on an atom 6.72 eV/Å. Number 2: largest force on an atom 4.43 eV/Å. Number 3: largest force on an atom 5.27 eV/Å. Number 4: largest force on an atom 5.12 eV/Å. Number 5: largest force on an atom 3.79 eV/Å.